22
Properties=species:S:1:pos:R:3:forces:R:3 method="wB97M-V/def2-TZVPD" mol_weight_g_mol=156.254 homo_lumo_gap_ha=0.2861
C 3.030978 -0.082748 -0.210043 -3.78 0.76 0.70
C 1.496285 0.836702 0.135595 3.65 -1.88 1.82
C 0.582025 -0.356248 0.121206 1.15 -1.30 2.34
C 1.325935 1.898272 -0.834264 -1.37 1.35 0.04
C 0.597665 -0.942650 1.610457 -2.01 0.75 0.05
C -1.667460 -1.525425 -0.554448 0.58 0.09 3.14
C -0.816498 -0.220224 -0.445790 0.84 -0.28 -1.79
N 2.447893 -1.203000 -0.895060 3.64 -0.47 -1.22
N 1.296021 -1.401008 -0.691302 -3.30 -0.40 0.17
S 4.514068 -0.215021 0.310019 0.53 0.73 0.23
H 1.682311 1.185857 1.195844 -0.35 -0.09 -1.35
H 1.367950 1.652836 -1.871533 0.89 -0.15 -0.71
H 1.770181 2.802695 -0.490575 1.47 0.56 -0.47
H 0.327751 2.257428 -0.756451 -1.55 0.05 0.12
H 0.157094 -1.964863 1.536075 0.10 0.77 0.44
H -0.110971 -0.211790 2.260401 1.71 -1.91 -1.29
H 1.603077 -1.060038 2.079583 -0.68 0.45 -0.56
H -0.905078 -2.338279 -0.668614 -1.22 0.38 -0.48
H -2.435921 -1.414677 -1.316478 0.26 -0.38 -0.08
H -2.210286 -1.732505 0.489287 1.07 0.44 -2.24
H -1.263383 0.563271 0.116161 -0.87 0.74 0.28
H -0.588226 0.155861 -1.487149 -0.75 -0.20 0.84

22
Properties=species:S:1:pos:R:3:forces:R:3 method="wB97M-V/def2-TZVPD" mol_weight_g_mol=196.963 homo_lumo_gap_ha=0.3185
N 2.626444 -1.522978 0.031422 0.10 -0.21 0.32
C 3.000711 -0.374136 0.796011 0.00 0.05 0.06
O 3.632885 -0.460203 1.815657 -0.18 -0.02 0.16
C 2.523262 0.971793 0.291857 0.00 0.11 -0.46
C 1.601728 0.942363 -0.925470 0.03 -0.37 0.06
C 0.171006 0.645962 -0.593904 -0.17 0.04 0.06
N -0.107774 0.103699 0.592782 -0.07 0.12 -0.03
N -1.361702 -0.168628 0.864782 0.07 -0.03 -0.09
C -2.275970 0.095781 -0.071603 -0.03 0.24 -0.32
B -3.784243 -0.278133 0.274752 -0.06 -0.21 -0.15
O -4.176188 -1.599738 0.212030 -0.36 0.29 0.01
O -4.641501 0.698205 0.679272 0.63 -0.08 0.74
N -1.993105 0.638168 -1.264503 0.14 0.04 0.04
N -0.745000 0.930916 -1.526926 -0.02 -0.11 0.07
H 2.614148 -2.296431 0.692397 0.11 -0.02 -0.08
H 3.367137 -1.746208 -0.629852 -0.18 0.14 -0.22
H 2.032166 1.454818 1.136696 0.14 0.05 0.03
H 3.413762 1.553598 0.042453 0.01 0.01 0.14
H 1.917209 0.129693 -1.584579 0.04 0.11 -0.13
H 1.653981 1.859084 -1.510916 -0.07 0.06 0.10
H -4.223374 -1.951459 -0.682241 0.28 -0.21 0.12
H -5.245579 0.373836 1.359885 -0.40 0.01 -0.44

25
Properties=species:S:1:pos:R:3:forces:R:3 method="wB97M-V/def2-TZVPD" mol_weight_g_mol=149.190 homo_lumo_gap_ha=0.3037
C 0.295360 1.653924 0.409889 1.99 1.34 0.34
C -0.849859 -0.830255 -0.085838 1.32 -1.88 0.39
C -0.231501 2.234185 -0.870547 -0.08 -0.46 -0.19
C -0.464543 1.945265 1.677408 -0.15 -0.50 -0.05
C -1.126029 -1.132039 -1.548269 0.02 0.02 0.09
O 1.494034 1.307403 0.488803 -1.72 0.39 -0.17
H 1.870168 -0.036101 -0.556714 -0.06 -0.73 -0.23
H -1.414559 0.041327 0.237907 0.50 0.59 0.04
H -1.263099 -1.596256 0.574155 -0.17 -0.22 -0.16
H 0.335568 1.868119 -1.724870 -0.01 -0.03 0.04
H -0.369611 1.111532 2.369334 0.03 -0.06 0.04
H -1.288951 2.016020 -1.003578 -0.03 0.03 -0.02
H -0.109534 3.321318 -0.827097 0.00 -0.06 0.16
H -0.012357 2.819277 2.149398 0.06 0.03 -0.11
H -1.517623 2.141894 1.496616 -0.04 0.02 -0.04
H -0.627443 -2.043291 -1.883950 -0.03 -0.07 0.15
H -0.737158 -0.341908 -2.191831 -0.08 0.13 -0.07
H -2.194672 -1.255146 -1.755446 0.06 0.07 -0.07
C 1.027193 -1.509614 0.276891 -2.79 1.32 -0.40
N 0.889412 -2.878063 0.187086 0.42 0.85 0.06
O 1.333143 -1.104213 1.534668 0.51 0.49 0.59
O 1.785247 -1.009176 -0.717094 0.75 0.40 -0.48
H 1.575176 -0.144737 1.474058 -0.30 -0.78 0.17
H 1.144835 -3.276694 -0.702627 -0.37 -0.41 0.53
H 0.456805 -3.302773 0.991653 0.15 -0.48 -0.63